# 1
Formula: C2H6O2
Source: the OMol25 dataset
Level of theory: wB97M-V/def2-TZVPD

The geometry in XYZ format:
```
10
Properties=species:S:1:pos:R:3:forces:R:3:mulliken_charge:R:1
C -1.8558 0.3431 -1.1405 1.158 -0.376 0.632 -0.972
H -2.8146 0.7024 -1.4569 -0.329 0.089 -0.306 0.296
H -1.0158 0.6856 -1.7399 -0.236 0.323 -0.233 0.251
H -1.7736 -0.7381 -1.1355 -0.418 -0.237 -0.141 0.253
H -1.6543 0.6514 -0.1158 -0.166 0.204 0.057 0.177
O 2.0848 0.4038 0.0595 -0.026 0.053 -0.362 -0.482
C 1.5078 -0.0932 0.9778 0.137 0.130 0.562 0.320
O 2.0696 -0.9932 1.8094 -0.114 0.121 -0.367 -0.426
H 0.4909 0.1677 1.2975 0.020 -0.192 -0.041 0.251
H 2.9611 -1.1296 1.4443 -0.025 -0.115 0.199 0.332
```
Forces are in eV/Å.

Properties
Orbital gap in eV: 11.937

=====

# 2
Formula: C2H6O2P
Source: the OMol25 dataset
Level of theory: wB97M-V/def2-TZVPD

The geometry in XYZ format:
```
11
Properties=species:S:1:pos:R:3:forces:R:3:mulliken_charge:R:1
C 0.2081 1.4017 1.0800 1.795 -3.538 -0.698 -0.960
C 0.8367 -0.4218 -0.9532 0.092 -1.724 0.291 -0.909
O -1.7667 0.6755 -0.7448 1.208 -0.236 0.345 -0.756
O -1.0983 -1.4977 0.8344 3.063 3.531 2.201 -0.720
P -0.5317 0.3011 0.0456 -0.929 -1.849 0.130 0.782
H -0.3625 2.1924 1.2897 -2.228 3.005 1.223 0.307
H 0.8298 0.9613 1.8696 -0.030 0.350 -0.340 0.200
H 1.0612 0.1648 -1.8200 0.234 0.884 -0.239 0.308
H 1.7404 -0.6028 -0.3417 -0.410 0.620 -0.091 0.255
H 0.6575 -1.4249 -1.3698 -0.579 0.133 0.219 0.276
H -1.5744 -1.7497 0.1102 -2.214 -1.175 -3.042 0.218
```
Forces are in eV/Å.

Properties
Net charge: -1
Orbital gap in eV: 7.503

=====

# 3
Formula: C2H6O2P2
Source: the OMol25 dataset
Level of theory: wB97M-V/def2-TZVPD

The geometry in XYZ format:
```
12
Properties=species:S:1:pos:R:3:forces:R:3:mulliken_charge:R:1
C 1.4924 -0.6615 -0.0687 -1.443 -1.602 -0.406 0.299
C 1.8434 0.7453 0.1231 0.468 0.510 0.197 -0.777
O 2.0458 -1.7010 0.0089 -0.004 0.949 0.067 -0.361
O -1.9551 -1.8453 0.4998 0.000 0.204 0.418 -0.450
P -1.6210 0.9750 0.2798 0.047 0.366 0.828 -0.207
P -1.3996 -0.8978 -0.7308 1.067 -0.475 -0.534 0.190
H 1.9344 1.1988 -0.8651 -0.020 0.003 -0.012 0.287
H 1.0382 1.2533 0.6528 0.040 -0.016 -0.009 0.217
H 2.7823 0.8538 0.6692 0.095 0.020 -0.002 0.327
H -1.9361 -2.7756 0.2742 0.031 -0.256 -0.131 0.320
H -2.9779 1.1752 0.0219 -0.530 0.070 -0.034 0.078
H -1.2468 1.6798 -0.8650 0.249 0.226 -0.383 0.077
```
Forces are in eV/Å.

Properties
Orbital gap (alpha / beta) in eV: 7.374 / 7.554

=====

# 4
Formula: C2H6O2Si
Source: the OMol25 dataset
Level of theory: wB97M-V/def2-TZVPD

The geometry in XYZ format:
```
11
Properties=species:S:1:pos:R:3:forces:R:3:mulliken_charge:R:1
C -0.6414 2.0955 0.9773 1.043 1.670 -1.039 -0.518
C -0.4349 0.8366 1.1856 1.716 -2.690 -2.511 -0.402
O -0.1527 -2.9742 -0.9323 0.715 0.496 0.372 -0.311
O 0.3776 -1.7781 -1.5068 -0.589 -0.409 -1.178 -0.205
Si 1.0597 -0.4795 -0.7475 -3.224 0.656 1.702 0.494
H -1.1840 2.5347 1.7710 -0.837 1.100 0.489 0.260
H -0.1969 2.7584 0.1981 -0.469 -0.755 0.652 0.209
H -0.9769 0.3761 1.9930 0.309 -0.749 0.180 0.255
H -0.9296 -2.5228 -0.6218 -1.189 -0.586 0.592 0.337
H 0.8291 0.2249 -1.9840 0.630 1.153 -0.202 -0.050
H 2.2500 -1.0715 -0.3325 1.894 0.114 0.944 -0.067
```
Forces are in eV/Å.

Properties
Orbital gap in eV: 9.087

=====

# 5
Formula: C2H6O3
Source: the OMol25 dataset
Level of theory: wB97M-V/def2-TZVPD

The geometry in XYZ format:
```
11
Properties=species:S:1:pos:R:3:forces:R:3:mulliken_charge:R:1
O -2.2856 -0.0389 -0.0431 -0.797 -2.362 0.166 -0.486
C -1.1035 -0.1311 0.0211 2.498 5.198 0.494 0.538
O -0.2316 -1.0568 0.5021 -1.283 -0.395 -0.492 -0.393
C -0.2932 1.2571 -0.3148 0.280 -3.972 -0.716 -0.784
H -0.7294 -1.8640 0.6862 -0.062 -0.278 0.197 0.334
H 0.5931 0.8328 -0.8330 -0.412 0.783 -0.349 0.208
H -1.0117 1.7247 -1.0188 0.938 0.620 0.991 0.298
H 0.2004 1.6713 0.5800 -1.111 0.432 -0.322 0.294
H 2.3428 -0.6488 0.0761 -0.500 -0.749 0.346 0.304
H 3.8600 -0.1947 0.1559 -3.106 0.730 -1.093 0.310
O 2.9079 0.0610 -0.1945 3.556 -0.005 0.779 -0.624
```
Forces are in eV/Å.

Properties
Orbital gap in eV: 10.693

=====

# 6
Formula: C2H6O3
Source: the OMol25 dataset
Level of theory: wB97M-V/def2-TZVPD

The geometry in XYZ format:
```
11
Properties=species:S:1:pos:R:3:forces:R:3:mulliken_charge:R:1
C 0.9704 -0.1713 0.4525 2.027 -0.087 -0.936 -1.070
C -0.4264 0.1501 -0.1434 1.083 -3.147 -1.472 0.877
O -1.1751 1.0155 0.5249 -0.440 2.854 0.003 -0.574
O -1.1996 -1.0604 -0.1288 -2.023 -0.558 1.394 -0.577
O -0.2344 0.4624 -1.5695 -0.725 0.195 2.272 -0.521
H 1.0137 0.1498 1.4932 -0.051 -0.454 0.086 0.322
H 1.3391 -1.2726 0.2978 -1.382 1.907 0.533 0.278
H 1.8262 0.3957 -0.0753 -1.654 -0.399 0.683 0.298
H -1.8543 1.2945 -0.1213 0.238 0.106 0.491 0.326
H -2.0116 -0.9575 0.5259 2.789 -0.085 -2.058 0.341
H 0.0388 -0.4178 -1.8202 0.139 -0.333 -0.996 0.299
```
Forces are in eV/Å.

Properties
Orbital gap in eV: 11.425

=====

# 7
Formula: C2H6O3PS
Source: the OMol25 dataset
Level of theory: wB97M-V/def2-TZVPD

The geometry in XYZ format:
```
13
Properties=species:S:1:pos:R:3:forces:R:3:mulliken_charge:R:1
C 0.3904 -1.8660 -1.0390 2.591 4.497 1.825 -1.018
C -1.1830 1.3960 0.8135 3.223 -3.298 -0.051 -0.780
O 1.2089 2.1203 1.9688 0.035 -0.113 0.223 -0.644
O 1.0751 0.3083 0.2559 -0.633 1.211 0.303 -0.395
O 0.8711 2.7467 -0.3742 -0.015 -0.505 0.483 -0.637
P -0.5275 -0.3891 0.0663 -2.358 -2.357 2.573 0.261
S 0.5660 1.8170 0.7145 -0.212 0.305 -0.920 0.929
H 0.8112 -1.2490 -1.8827 -0.066 -0.853 0.728 0.255
H 1.2610 -2.2032 -0.3335 -1.814 0.369 -1.518 0.258
H -0.2730 -2.5465 -1.4241 -1.565 -1.858 -0.411 0.408
H -1.6021 1.9934 0.0747 -1.016 1.151 -1.590 0.292
H -0.5462 -1.1046 1.3796 0.120 0.622 -1.605 0.033
H -2.0520 -1.0233 -0.2200 1.709 0.828 -0.042 0.038
```
Forces are in eV/Å.

Properties
Net charge: -1
Orbital gap in eV: 7.772

=====

# 8
Formula: C2H6O4
Source: the OMol25 dataset
Level of theory: wB97M-V/def2-TZVPD

The geometry in XYZ format:
```
12
Properties=species:S:1:pos:R:3:forces:R:3:mulliken_charge:R:1
C 0.6491 0.7575 -0.0537 1.202 -1.285 1.119 -0.698
C -0.4006 -0.3583 0.1617 2.051 -1.875 0.320 0.846
O 0.4436 1.7407 -0.9681 -1.209 1.659 -0.985 -0.488
O 0.2214 -1.2492 1.1126 -0.648 0.267 0.555 -0.549
O -0.5911 -1.0492 -1.0162 -1.748 -0.429 -0.486 -0.532
O -1.5751 -0.0187 0.7319 -0.935 1.417 0.003 -0.569
H 0.9348 1.0707 0.9657 -0.143 0.386 -0.324 0.360
H 1.5655 0.2604 -0.4986 -0.916 -0.027 0.847 0.315
H -0.3286 2.2979 -0.7720 0.329 -0.400 0.115 0.327
H 1.0634 -1.5959 0.8261 0.254 -0.001 -0.448 0.300
H 0.1842 -1.1342 -1.5586 0.597 0.263 -0.096 0.328
H -2.1668 -0.7217 1.0693 1.166 0.026 -0.620 0.360
```
Forces are in eV/Å.

Properties
Orbital gap in eV: 10.979

=====

# 9
Formula: C2H6O5PdS2SbSe4
Source: the OMol25 dataset
Level of theory: wB97M-V/def2-TZVPD

The geometry in XYZ format:
```
21
Properties=species:S:1:pos:R:3:forces:R:3:mulliken_charge:R:1
Pd 1.1881 0.5301 -0.1895 -0.254 -0.013 -0.228 0.289
O 3.3878 -0.3865 1.8992 -0.077 -0.021 -0.026 -0.387
S 2.7384 -1.7717 1.2273 0.074 0.119 0.118 1.206
O 2.9105 -2.7345 2.2722 0.040 0.027 -0.050 -0.606
O 3.4618 -1.9521 0.0013 0.039 -0.059 0.003 -0.622
O 1.3231 -1.3959 1.0121 -0.160 -0.021 -0.016 -0.423
C -2.7290 -1.4546 -1.5880 0.058 0.073 0.038 -1.018
S -1.1761 -1.5172 -0.6961 0.087 -0.024 -0.187 0.590
C -1.7731 -0.9466 0.8884 -0.003 0.101 -0.004 -0.913
O -0.4321 -0.3432 -1.3117 -0.223 -0.217 0.046 -0.542
H -3.1036 -0.4338 -1.5254 -0.047 -0.015 -0.024 0.310
H -3.4331 -2.1732 -1.1711 0.013 -0.006 0.024 0.378
H -2.5010 -1.7056 -2.6214 -0.023 -0.005 -0.010 0.336
H -2.4605 -1.6844 1.3023 -0.002 -0.011 -0.036 0.379
H -2.2559 0.0203 0.7443 0.012 0.003 0.036 0.304
H -0.8965 -0.8578 1.5265 0.007 -0.005 0.029 0.333
Se -0.3732 3.0892 -2.0297 0.173 -0.160 0.176 -0.480
Sb 1.5580 3.7304 -0.5931 0.040 0.259 0.045 0.521
Se 2.9521 1.1876 1.1612 0.262 0.045 0.116 0.242
Se 1.9793 6.1610 -1.0414 -0.101 -0.045 0.008 -0.449
Se -0.3651 4.6384 0.7326 0.084 -0.025 -0.056 -0.447
```
Forces are in eV/Å.

Properties
<S²>: 6.031
Net charge: -1
Multiplicity: 5
Orbital gap (alpha / beta) in eV: 6.795 / 5.123

=====

# 10
Formula: C2H6OS
Source: the OMol25 dataset
Level of theory: wB97M-V/def2-TZVPD

The geometry in XYZ format:
```
10
Properties=species:S:1:pos:R:3:forces:R:3:mulliken_charge:R:1
S 2.2105 1.0438 0.0318 -0.405 0.649 1.050 -0.295
H 2.4968 0.3127 -1.0107 0.486 -0.450 -0.754 0.147
H 3.4296 1.5615 0.2143 0.136 -0.140 -0.242 0.150
O -2.5770 -1.5002 0.4476 0.713 -0.800 -1.137 -0.477
C -1.6781 -1.1903 -0.3202 -1.831 0.621 1.783 0.076
C -1.0809 0.1245 -0.0612 3.413 0.435 1.425 -0.598
H -1.3779 -1.7895 -1.1659 0.161 -0.584 -0.466 0.352
H -0.8409 0.2184 1.0506 -0.275 -0.243 -1.444 0.251
H -1.7101 0.9128 -0.2666 -2.208 1.496 -0.362 0.340
H -0.1950 0.4803 -0.6238 -0.191 -0.985 0.148 0.053
```
Forces are in eV/Å.

Properties
Orbital gap in eV: 10.669

=====

# 11
Formula: C2H6OS
Source: the OMol25 dataset
Level of theory: wB97M-V/def2-TZVPD

The geometry in XYZ format:
```
10
Properties=species:S:1:pos:R:3:forces:R:3:mulliken_charge:R:1
C -0.3467 -1.4710 -0.7453 1.718 4.771 -1.593 -0.958
C 0.0930 1.3725 1.3449 2.525 -0.494 -1.063 -1.005
O 0.6724 0.8159 -2.0202 -0.439 0.565 -1.222 -0.455
S 0.9212 -0.0006 -0.8429 -0.881 -1.191 2.070 0.381
H -0.1329 -2.0554 -1.5280 1.205 -2.556 -2.709 0.374
H -1.2866 -1.1072 -0.9092 -2.560 1.161 0.053 0.308
H -0.1664 -1.8268 0.1544 0.597 -2.055 4.190 0.353
H -0.1049 0.5405 1.9250 -0.159 -1.707 1.146 0.362
H -0.7505 1.9431 1.1773 -1.311 1.426 -0.764 0.317
H 1.1014 1.7891 1.4440 -0.695 0.080 -0.107 0.322
```
Forces are in eV/Å.

Properties
Orbital gap (alpha / beta) in eV: 8.552 / 8.289

=====

# 12
Formula: C2H6OS
Source: the OMol25 dataset
Level of theory: wB97M-V/def2-TZVPD

The geometry in XYZ format:
```
10
Properties=species:S:1:pos:R:3:forces:R:3:mulliken_charge:R:1
S 1.5720 2.3747 -0.6870 -1.467 -0.669 -0.597 0.237
H 0.4720 2.5218 0.1615 0.621 -0.143 -0.572 0.368
H 0.8120 1.7107 -1.7118 0.761 0.717 1.181 0.383
C -1.2420 -1.9583 1.6987 -1.711 -0.782 2.037 -0.661
C -0.7488 -1.4842 0.5821 2.191 -1.816 -1.091 0.137
O -1.2882 -1.6477 -0.6686 -0.967 -0.741 -0.327 -0.508
H -0.5292 -2.0999 2.5303 -0.724 0.414 -0.315 0.209
H -2.3327 -2.3214 1.8734 2.103 0.718 -0.572 0.242
H 0.3821 -1.4152 0.5051 -1.249 0.684 0.224 0.263
H -1.7056 -2.5545 -0.7035 0.440 1.617 0.031 0.329
```
Forces are in eV/Å.

Properties
<S²>: 0.753
Net charge: +1
Multiplicity: 2
Orbital gap (alpha / beta) in eV: 7.169 / 1.937

=====

Values of total energy, in order: -6266.2288; -15555.6773; -24841.2120; -14137.3273; -8313.2143; -8312.9999; -28435.2015; -10360.5612; -305482.4719; -15052.9030; -15050.1304; -15041.9932, all in eV.
Values of energy above the lowest of the compared OMol25 structures with the same formula, charge and spin, in order: 2.5; 186.7; 228.3; 749.7; 124.8; 145.5; 601.1; 83.5; 0.0; 51.0; 318.5; 213.3, all in kJ/mol.